Entry from the OMol25 dataset: a structure of composition C21H18N3OPtS4Sb (ωB97M-V/def2-TZVPD).

Values from the calculation:
LUMO energy: -0.00757 Eh
maximum force: 0.70 eV/Å
orbital gap: 6.210 eV
molar mass: 773.501 g/mol

Cartesian coordinates (Å):
Pt: 0.22 -0.21 -0.44
C: 2.99 -1.96 -0.26
C: 2.53 -1.47 1.08
C: 3.37 -1.66 2.19
C: 2.95 -1.29 3.44
C: 1.67 -0.76 3.58
C: 0.88 -0.57 2.46
N: 1.33 -0.89 1.22
Sb: -1.15 0.03 2.88
C: -2.04 -1.14 1.30
C: -3.25 -1.72 1.62
C: -3.84 -2.62 0.74
C: -3.16 -2.95 -0.40
C: -1.93 -2.36 -0.68
C: -1.18 -2.79 -1.90
N: -1.41 -1.43 0.14
C: -1.29 2.08 2.22
C: -1.85 2.93 3.17
C: -1.98 4.27 2.84
C: -1.56 4.69 1.60
C: -1.00 3.77 0.71
C: -0.53 4.18 -0.65
N: -0.88 2.48 1.03
H: 3.40 -2.96 -0.16
H: 2.17 -1.96 -0.97
H: 3.76 -1.30 -0.66
H: 4.34 -2.12 2.03
H: 3.59 -1.42 4.30
H: 1.28 -0.51 4.56
H: -3.73 -1.48 2.57
H: -4.80 -3.07 0.97
H: -3.55 -3.68 -1.10
H: -1.17 -3.88 -1.95
H: -1.66 -2.41 -2.80
H: -0.16 -2.42 -1.89
H: -2.17 2.56 4.13
H: -2.41 4.97 3.55
H: -1.64 5.73 1.31
H: -0.68 5.25 -0.81
H: 0.52 3.94 -0.76
H: -1.07 3.63 -1.41
O: 1.26 4.33 -5.41
C: 1.10 3.49 -4.57
S: -0.42 2.59 -4.36
C: 0.07 1.72 -2.92
C: 1.29 1.97 -2.43
S: 1.90 1.27 -0.95
S: 2.27 3.15 -3.28
S: -1.06 0.65 -2.14